{"formula": "C52H42FN6O4PW", "method": "the ωB97M-V functional and the def2-TZVPD basis", "symbols": ["W", "C", "C", "C", "C", "C", "N", "C", "C", "C", "C", "C", "C", "C", "N", "C", "C", "C", "N", "C", "C", "N", "C", "C", "C", "N", "H", "H", "H", "H", "H", "H", "H", "H", "H", "H", "H", "H", "H", "H", "H", "H", "H", "H", "C", "C", "C", "C", "C", "C", "P", "C", "C", "C", "C", "C", "C", "C", "C", "C", "C", "C", "C", "H", "H", "H", "H", "H", "H", "H", "H", "H", "H", "H", "H", "H", "H", "F", "C", "C", "C", "C", "C", "C", "C", "H", "H", "H", "H", "H", "H", "O", "C", "O", "C", "C", "C", "C", "C", "C", "N", "O", "O", "H", "H", "H", "H"], "coordinates": [[-0.09, 0.85, 0.20], [-0.42, -4.00, 5.31], [-0.75, -2.82, 4.42], [-2.00, -2.68, 3.82], [-2.27, -1.64, 2.96], [-1.31, -0.66, 2.64], [-1.53, 0.36, 1.75], [-2.87, 0.60, 1.37], [-3.71, 1.45, 2.08], [-4.99, 1.74, 1.63], [-5.47, 1.21, 0.43], [-6.82, 1.59, -0.09], [-4.64, 0.36, -0.28], [-3.38, 0.03, 0.20], [-2.62, -0.96, -0.47], [-3.13, -2.05, -1.09], [-2.08, -2.78, -1.59], [-0.94, -2.05, -1.23], [-1.27, -0.96, -0.55], [-0.07, -0.79, 3.29], [0.20, -1.86, 4.13], [0.92, 0.23, 3.16], [1.77, 0.62, 4.14], [2.62, 1.56, 3.61], [2.21, 1.70, 2.29], [1.19, 0.88, 2.01], [-1.32, -4.38, 5.80], [0.30, -3.72, 6.08], [0.01, -4.82, 4.73], [-2.77, -3.41, 4.03], [-3.25, -1.57, 2.51], [-3.34, 1.89, 3.00], [-5.61, 2.41, 2.21], [-7.50, 1.86, 0.72], [-7.28, 0.77, -0.65], [-6.75, 2.45, -0.76], [-4.97, -0.06, -1.22], [-4.19, -2.23, -1.09], [-2.13, -3.70, -2.14], [0.08, -2.27, -1.46], [1.19, -1.93, 4.57], [1.68, 0.22, 5.13], [3.40, 2.10, 4.12], [2.60, 2.35, 1.52], [2.91, -3.42, -3.95], [2.36, -2.16, -4.12], [2.11, -1.35, -3.02], [2.41, -1.80, -1.74], [2.96, -3.07, -1.57], [3.21, -3.87, -2.68], [2.02, -0.69, -0.34], [2.90, -1.47, 1.05], [2.31, -2.56, 1.68], [2.95, -3.21, 2.72], [4.18, -2.75, 3.16], [4.77, -1.65, 2.56], [4.13, -1.01, 1.51], [2.75, 0.88, -0.80], [4.01, 1.19, -1.30], [4.24, 2.48, -1.74], [3.21, 3.41, -1.71], [1.95, 3.08, -1.23], [1.68, 1.79, -0.74], [3.11, -4.05, -4.81], [2.13, -1.79, -5.11], [1.65, -0.38, -3.16], [3.22, -3.44, -0.58], [3.65, -4.85, -2.54], [1.33, -2.91, 1.35], [2.48, -4.06, 3.20], [4.69, -3.26, 3.98], [5.73, -1.28, 2.92], [4.59, -0.15, 1.04], [4.78, 0.43, -1.36], [5.22, 2.76, -2.12], [3.39, 4.41, -2.08], [1.17, 3.83, -1.25], [1.47, 5.36, 5.38], [0.95, 4.78, 4.28], [-0.01, 3.79, 4.42], [-0.53, 3.20, 3.28], [-0.11, 3.57, 2.00], [-0.64, 2.90, 0.77], [0.84, 4.59, 1.91], [1.38, 5.19, 3.03], [-0.33, 3.50, 5.41], [-1.26, 2.40, 3.38], [-0.46, 3.54, -0.10], [-1.72, 2.79, 0.84], [1.17, 4.91, 0.93], [2.11, 5.98, 2.96], [-0.36, 0.54, -3.17], [-1.21, 1.23, -2.63], [-1.28, 1.52, -1.37], [-2.33, 1.84, -3.44], [-2.38, 1.62, -4.81], [-3.41, 2.16, -5.57], [-4.39, 2.93, -4.97], [-4.32, 3.14, -3.60], [-3.30, 2.62, -2.82], [-5.36, 3.95, -2.96], [-6.25, 4.39, -3.65], [-5.26, 4.15, -1.76], [-1.61, 1.01, -5.26], [-3.45, 1.98, -6.64], [-5.20, 3.36, -5.53], [-3.27, 2.80, -1.76]], "e_tot_ha": -3144.5283, "spin_multiplicity": 3, "homo_ev": [-6.9, -7.3], "e_above_lowest_kj_mol": 0.0, "lumo_energy_ev": [-0.23, -0.25], "homo_lumo_gap_ev": [6.6988, 7.0568]}